Record 1
DFT (ωB97M-V with the def2-TZVPD basis set) results for one molecule with the formula C18H20N2O3 in a non-equilibrium geometry.

Geometry as XYZ:
```
43
Properties=species:S:1:pos:R:3
C 5.94362 -1.55201 0.55085
H 5.71535 -2.27623 -0.23734
O 5.60805 -0.24129 0.16084
C 4.31484 0.04004 -0.13794
C 4.05306 1.35291 -0.53745
C 2.77351 1.74893 -0.85526
C 1.71239 0.84547 -0.78633
C 1.98154 -0.46437 -0.40175
C 3.26158 -0.86939 -0.07790
H 3.42879 -1.89257 0.21942
H 1.16487 -1.16602 -0.36143
C 0.33715 1.25121 -1.10227
N -0.47814 0.31840 -1.44128
O -1.78994 0.79170 -1.70132
C -2.77395 -0.11871 -1.75081
O -3.88745 0.28277 -1.96949
C -2.42933 -1.57757 -1.55847
H -2.58437 -2.05702 -2.52798
H -1.38229 -1.67656 -1.27784
C -3.35830 -2.21245 -0.51964
H -3.42126 -3.28862 -0.69197
H -4.35613 -1.79084 -0.65221
C -2.86657 -1.97463 0.91365
C -2.58264 -0.52622 1.19960
C -1.29903 -0.10888 1.52536
C -1.02733 1.22548 1.77141
C -2.03973 2.16459 1.68581
C -3.32630 1.75845 1.37155
C -3.59660 0.42318 1.13820
H -4.60247 0.11719 0.89306
H -4.12168 2.48593 1.30490
H -1.82999 3.20938 1.86825
H -0.01994 1.52831 2.02324
H -0.49882 -0.83306 1.58699
H -3.62879 -2.33936 1.60796
H -1.95695 -2.55685 1.07972
N 0.01567 2.56876 -1.06211
H 0.57902 3.19903 -0.52013
H -0.96493 2.78558 -1.14901
H 2.60699 2.76263 -1.18748
H 4.87962 2.04339 -0.59396
H 7.01777 -1.53972 0.72771
H 5.42916 -1.84098 1.47283
```

Calculated values
SMILES = COc1ccc(/C(N)=N/OC(=O)CCCc2ccccc2)cc1
HOMO-LUMO gap = 0.334 Ha
total energy = -28112.486 eV
spin multiplicity = 1
energy above the lowest of the compared OMol25 structures with the same formula, charge and spin = 251.4 kJ/mol


Record 2
DFT (ωB97M-V with the def2-TZVPD basis set) results for one molecule with the formula C18H20N2O4.

Geometry as XYZ:
```
44
Properties=species:S:1:pos:R:3
C 0.68089 2.13309 -2.91317
C -0.46919 1.20833 -2.52130
O -0.18743 0.45826 -1.35845
C 0.49274 -0.71247 -1.44479
C 1.08674 -1.21308 -2.59716
C 1.74875 -2.42968 -2.57600
C 1.82083 -3.17545 -1.41467
C 1.22039 -2.69514 -0.26498
C 0.58015 -1.46594 -0.25980
C -0.14379 -1.03989 0.96313
O -0.90314 -1.78647 1.54842
N 0.03720 0.26016 1.38857
C 1.09513 1.04277 0.94771
N 2.19160 0.38494 0.58704
C 3.23288 1.06428 0.14782
C 3.26429 2.44608 0.06697
C 2.13456 3.14003 0.47780
C 1.03067 2.44023 0.92570
H 0.14055 2.96715 1.22658
H 2.11105 4.22024 0.44117
H 4.13821 2.96272 -0.29601
H 4.08358 0.46098 -0.14093
C -0.93062 0.78412 2.33084
H -1.21675 -0.03703 2.99535
H -0.46385 1.57591 2.91975
C -2.19437 1.30850 1.62734
C -2.92804 0.15507 0.96818
O -2.96844 -0.04292 -0.21693
O -3.53741 -0.59347 1.88458
C -4.10930 -1.81345 1.43178
H -3.30863 -2.53511 1.25928
H -4.66150 -1.65276 0.50391
H -4.77082 -2.15612 2.22344
H -2.84765 1.76527 2.37097
H -1.93432 2.03223 0.85530
H 1.24656 -3.26471 0.65135
H 2.33222 -4.12561 -1.40613
H 2.20702 -2.79333 -3.48429
H 1.04014 -0.66404 -3.52455
H -1.35047 1.79896 -2.25499
H -0.74206 0.54662 -3.35088
H 1.58189 1.56387 -3.12944
H 0.40532 2.70899 -3.79261
H 0.90184 2.81604 -2.09639
```

Calculated values
SMILES = CCOc1ccccc1C(=O)N(CCC(=O)OC)c1ccccn1
HOMO-LUMO gap = 0.330 Ha
total energy = -30161.172 eV
spin multiplicity = 1
energy above the lowest of the compared OMol25 structures with the same formula, charge and spin = 117.1 kJ/mol


Record 3
DFT (ωB97M-V with the def2-TZVPD basis set) results for one molecule with the formula C18H20N2O4 in a non-equilibrium geometry.

Geometry as XYZ:
```
44
Properties=species:S:1:pos:R:3
C -2.13293 0.36736 0.85995
C -0.76060 -0.06334 1.26219
C -2.78226 -0.20925 -0.38908
C -4.29167 -0.36179 -0.48592
C -5.13832 0.64403 -1.04950
C -4.83349 -1.64101 0.01875
C -6.45755 0.41824 -0.81876
C -6.19528 -1.81984 0.09143
C -6.99079 -0.69881 -0.14967
C 1.33756 0.39139 0.24116
C 1.55021 1.89363 0.39539
C 2.29469 -0.10560 -1.04983
C 3.76147 -0.27354 -0.64941
C 3.98309 -1.19569 0.41404
C 4.69974 0.57365 -1.28817
C 5.36871 -1.61672 0.53964
C 6.04439 0.20398 -0.91928
C 6.42053 -0.91650 -0.08040
H -1.87183 2.22822 1.67849
H -1.18287 2.24401 0.27744
H -2.73726 0.20148 1.78767
H -2.59484 0.50408 -1.20226
H -2.46472 -1.28015 -0.63282
H -4.80483 1.69543 -1.20389
H -4.20534 -2.43545 0.35017
H -6.93208 1.29984 -0.98558
H -6.60275 -2.71151 0.43247
H -8.07388 -0.84292 0.04469
H -0.32576 0.90103 -0.53622
H 1.83478 0.02647 1.21634
H 1.87716 -1.03802 -1.35057
H 2.15845 0.72959 -1.84379
H 3.18551 -1.85082 0.86149
H 4.46111 1.44647 -1.99811
H 5.45043 -2.44365 1.23806
H 6.82849 0.81716 -1.47167
H 8.03223 -1.81024 0.74089
H 3.09318 1.34028 1.44664
N -2.05363 1.81927 0.74053
N 0.01742 0.17101 0.14353
O -0.36538 -0.42535 2.32641
O 0.84817 2.79177 -0.00922
O 7.78457 -1.12315 -0.05391
O 2.76613 2.15497 1.06068
```

Calculated values
SMILES = N[C@@H](Cc1ccccc1)C(=O)N[C@@H](Cc1ccc(O)cc1)C(=O)O
HOMO-LUMO gap = 0.335 Ha
total energy = -30157.614 eV
spin multiplicity = 1
energy above the lowest of the compared OMol25 structures with the same formula, charge and spin = 460.5 kJ/mol


Record 4
DFT (ωB97M-V with the def2-TZVPD basis set) results for C18H20N2O5 as an isolated structure in a non-equilibrium geometry.

Geometry as XYZ:
```
45
Properties=species:S:1:pos:R:3
C 1.43791 6.47743 0.75003
C 0.44076 5.41494 -0.02761
H 0.32691 5.65244 -1.11463
H -0.49893 5.42708 0.44633
O 0.97335 4.34660 -0.13332
C 0.44697 3.34217 -0.55140
O -0.62379 3.54925 -0.92892
C 1.19896 2.01720 -0.68441
C 0.90029 0.78212 -1.15357
C 1.91560 -0.09899 -0.74038
C 3.13408 0.61126 -0.15463
N 2.55774 1.96249 -0.12209
H 2.73463 2.80645 0.37715
C 4.33776 0.20831 0.42406
H 4.96129 1.08713 0.11066
H 4.64264 -0.56199 0.02875
H 4.09601 0.15139 1.58009
C 2.17383 -1.44644 -1.04882
O 3.20384 -2.05038 -1.72947
N 1.21189 -2.37139 -0.84897
C -0.01179 -2.18355 -0.23309
C -0.97445 -2.89132 -0.38753
C -2.20145 -2.89732 0.29536
C -2.19687 -2.00305 1.55270
C -1.09095 -1.44213 1.50454
C -0.03721 -1.55461 1.02368
H 0.74486 -0.87518 1.39361
H -1.07938 -0.88284 2.60920
O -3.39983 -1.76731 2.27822
C -4.65321 -2.28489 1.60463
C -4.33501 -3.71448 0.80526
H -5.34100 -3.95735 0.26824
O -3.38538 -3.60925 -0.10171
H -4.18605 -4.26705 1.66646
H -5.43433 -2.25186 2.30169
H -4.76271 -1.70690 0.73042
H -1.24116 -3.56323 -1.54083
H 1.33152 -3.28152 -1.15772
C -0.31383 0.39145 -1.78856
H -0.93663 0.05513 -1.06158
H -0.80985 1.26165 -2.09830
H 0.03449 -0.31403 -2.33464
H 2.43110 6.68965 0.18091
H 0.90396 7.62504 0.72312
H 1.70037 6.26345 1.59150
```

Calculated values
HOMO-LUMO gap = 0.315 Ha
total energy = -32192.390 eV
spin multiplicity = 1
energy above the lowest of the compared OMol25 structures with the same formula, charge and spin = 1665.7 kJ/mol


Record 5
DFT (ωB97M-V with the def2-TZVPD basis set) results for one molecule with the formula C18H20N2O5 in a non-equilibrium geometry.

Geometry as XYZ:
```
45
Properties=species:S:1:pos:R:3
C 2.35472 -3.27870 -1.56935
H 1.70567 -3.54934 -2.39746
H 2.84962 -2.33935 -1.80950
C 1.57094 -3.15402 -0.26749
H 2.27770 -3.01452 0.55349
H 1.02080 -4.07607 -0.07774
C 0.59187 -1.97580 -0.26988
C -0.49028 -2.12443 -1.33703
H -1.21125 -1.31312 -1.27046
H -1.01160 -3.07201 -1.21988
H -0.04608 -2.09744 -2.32822
H 1.15562 -1.05573 -0.46797
C -0.04067 -1.80187 1.13468
N -0.56800 -0.47425 1.32393
C -0.04033 0.37228 2.22589
O 0.88631 0.09064 2.96167
C -0.71427 1.71401 2.28913
C -1.37829 2.05982 3.46047
C -1.95095 3.30932 3.60732
C -1.84615 4.24065 2.58756
C -1.17651 3.91496 1.42298
C -0.61588 2.65338 1.26495
N 0.07413 2.35812 0.05674
C -0.44523 1.60210 -0.93952
O -1.51349 1.01640 -0.85949
C 0.40316 1.51931 -2.13413
C 0.19190 0.85057 -3.31302
C 1.33202 1.08754 -4.10908
C 2.15196 1.88012 -3.36273
O 1.60383 2.14966 -2.17130
H 3.11690 2.30233 -3.56446
H 1.51732 0.72068 -5.09729
H -0.67415 0.27369 -3.56145
H 0.91761 2.87963 -0.13467
H -1.08562 4.63575 0.62330
H -2.28299 5.22158 2.69884
H -2.47019 3.56077 4.51950
H -1.43218 1.33431 4.25784
H -1.31638 -0.16130 0.71692
C -1.09930 -2.86048 1.38932
O -0.89697 -4.04489 1.41445
O -2.31177 -2.33603 1.58574
H -2.96120 -3.03935 1.74499
H 0.74322 -1.92864 1.89423
H 3.11442 -4.05030 -1.47180
```

Calculated values
SMILES = CC[C@@H](C)[C@@H](NC(=O)c1ccccc1NC(=O)c1ccco1)C(=O)O
HOMO-LUMO gap = 0.358 Ha
total energy = -32209.624 eV
spin multiplicity = 1
energy above the lowest of the compared OMol25 structures with the same formula, charge and spin = 2.9 kJ/mol


Look up the spin multiplicity of the fourth one.
1


What did the third record say?
DFT (ωB97M-V with the def2-TZVPD basis set) results for one molecule with the formula C18H20N2O4 in a non-equilibrium geometry.

Geometry as XYZ:
```
44
Properties=species:S:1:pos:R:3
C -2.13293 0.36736 0.85995
C -0.76060 -0.06334 1.26219
C -2.78226 -0.20925 -0.38908
C -4.29167 -0.36179 -0.48592
C -5.13832 0.64403 -1.04950
C -4.83349 -1.64101 0.01875
C -6.45755 0.41824 -0.81876
C -6.19528 -1.81984 0.09143
C -6.99079 -0.69881 -0.14967
C 1.33756 0.39139 0.24116
C 1.55021 1.89363 0.39539
C 2.29469 -0.10560 -1.04983
C 3.76147 -0.27354 -0.64941
C 3.98309 -1.19569 0.41404
C 4.69974 0.57365 -1.28817
C 5.36871 -1.61672 0.53964
C 6.04439 0.20398 -0.91928
C 6.42053 -0.91650 -0.08040
H -1.87183 2.22822 1.67849
H -1.18287 2.24401 0.27744
H -2.73726 0.20148 1.78767
H -2.59484 0.50408 -1.20226
H -2.46472 -1.28015 -0.63282
H -4.80483 1.69543 -1.20389
H -4.20534 -2.43545 0.35017
H -6.93208 1.29984 -0.98558
H -6.60275 -2.71151 0.43247
H -8.07388 -0.84292 0.04469
H -0.32576 0.90103 -0.53622
H 1.83478 0.02647 1.21634
H 1.87716 -1.03802 -1.35057
H 2.15845 0.72959 -1.84379
H 3.18551 -1.85082 0.86149
H 4.46111 1.44647 -1.99811
H 5.45043 -2.44365 1.23806
H 6.82849 0.81716 -1.47167
H 8.03223 -1.81024 0.74089
H 3.09318 1.34028 1.44664
N -2.05363 1.81927 0.74053
N 0.01742 0.17101 0.14353
O -0.36538 -0.42535 2.32641
O 0.84817 2.79177 -0.00922
O 7.78457 -1.12315 -0.05391
O 2.76613 2.15497 1.06068
```

Calculated values
SMILES = N[C@@H](Cc1ccccc1)C(=O)N[C@@H](Cc1ccc(O)cc1)C(=O)O
HOMO-LUMO gap = 0.335 Ha
total energy = -30157.614 eV
spin multiplicity = 1
energy above the lowest of the compared OMol25 structures with the same formula, charge and spin = 460.5 kJ/mol


Copy entry 3 word for word.
DFT (ωB97M-V with the def2-TZVPD basis set) results for one molecule with the formula C18H20N2O4 in a non-equilibrium geometry.

Geometry as XYZ:
```
44
Properties=species:S:1:pos:R:3
C -2.13293 0.36736 0.85995
C -0.76060 -0.06334 1.26219
C -2.78226 -0.20925 -0.38908
C -4.29167 -0.36179 -0.48592
C -5.13832 0.64403 -1.04950
C -4.83349 -1.64101 0.01875
C -6.45755 0.41824 -0.81876
C -6.19528 -1.81984 0.09143
C -6.99079 -0.69881 -0.14967
C 1.33756 0.39139 0.24116
C 1.55021 1.89363 0.39539
C 2.29469 -0.10560 -1.04983
C 3.76147 -0.27354 -0.64941
C 3.98309 -1.19569 0.41404
C 4.69974 0.57365 -1.28817
C 5.36871 -1.61672 0.53964
C 6.04439 0.20398 -0.91928
C 6.42053 -0.91650 -0.08040
H -1.87183 2.22822 1.67849
H -1.18287 2.24401 0.27744
H -2.73726 0.20148 1.78767
H -2.59484 0.50408 -1.20226
H -2.46472 -1.28015 -0.63282
H -4.80483 1.69543 -1.20389
H -4.20534 -2.43545 0.35017
H -6.93208 1.29984 -0.98558
H -6.60275 -2.71151 0.43247
H -8.07388 -0.84292 0.04469
H -0.32576 0.90103 -0.53622
H 1.83478 0.02647 1.21634
H 1.87716 -1.03802 -1.35057
H 2.15845 0.72959 -1.84379
H 3.18551 -1.85082 0.86149
H 4.46111 1.44647 -1.99811
H 5.45043 -2.44365 1.23806
H 6.82849 0.81716 -1.47167
H 8.03223 -1.81024 0.74089
H 3.09318 1.34028 1.44664
N -2.05363 1.81927 0.74053
N 0.01742 0.17101 0.14353
O -0.36538 -0.42535 2.32641
O 0.84817 2.79177 -0.00922
O 7.78457 -1.12315 -0.05391
O 2.76613 2.15497 1.06068
```

Calculated values
SMILES = N[C@@H](Cc1ccccc1)C(=O)N[C@@H](Cc1ccc(O)cc1)C(=O)O
HOMO-LUMO gap = 0.335 Ha
total energy = -30157.614 eV
spin multiplicity = 1
energy above the lowest of the compared OMol25 structures with the same formula, charge and spin = 460.5 kJ/mol